C15H25CoNO4Si2Te | ωB97M-V with the def2-TZVPD basis set

Last column: natural (NBO) charge in e.
Element x y z (Å)
Co 0.112 1.106 0.213  1.446
O 1.930 4.562 -0.600  -0.590
C 1.249 3.555 -0.631  0.727
O 1.499 2.501 0.145  -0.866
C -0.015 3.466 -1.419  0.114
C -0.550 4.371 -2.339  -0.218
C -1.804 4.162 -2.823  -0.149
C -2.588 3.062 -2.429  -0.210
C -2.005 2.221 -1.508  0.104
N -0.796 2.479 -1.005  -0.540
C -2.583 0.948 -0.805  0.754
O -3.699 0.528 -0.982  -0.611
O -1.748 0.415 0.002  -0.870
H 0.201 5.040 -2.715  0.250
H -2.347 4.997 -3.500  0.235
H -3.586 2.856 -2.592  0.247
C 0.349 0.981 3.670  -1.151
Si 0.318 -0.871 3.683  1.613
C 0.083 -1.579 5.475  -1.066
C -1.111 -1.564 2.695  -1.104
C 1.894 -1.517 2.753  -1.096
Te 2.099 -0.921 0.693  0.551
C 0.821 -2.225 -0.374  -1.207
Si 0.818 -1.906 -2.171  1.646
C 1.985 -3.025 -3.118  -1.110
C -0.950 -2.265 -2.875  -1.074
C 1.095 -0.086 -2.395  -1.152
H 0.949 1.311 4.447  0.245
H -0.651 1.432 3.781  0.255
H 0.931 1.448 2.828  0.244
H -0.866 -1.286 5.823  0.237
H 0.865 -1.132 6.112  0.233
H 0.180 -2.667 5.374  0.234
H -2.035 -1.507 3.202  0.246
H -0.808 -2.683 2.736  0.219
H -1.068 -1.163 1.706  0.243
H 1.947 -2.599 2.671  0.243
H 2.841 -1.070 3.064  0.245
H -0.228 -2.145 -0.095  0.273
H 0.945 -3.212 0.018  0.258
H 1.524 -3.984 -3.017  0.237
H 3.012 -3.049 -2.811  0.243
H 2.049 -2.843 -4.213  0.248
H -1.035 -3.330 -2.818  0.225
H -1.083 -2.102 -3.945  0.239
H -1.716 -1.794 -2.324  0.246
H 2.184 0.273 -2.312  0.256
H 0.541 0.635 -1.792  0.196
H 0.850 0.174 -3.483  0.263

For the energy above the lowest of the compared OMol25 structures with the same formula, charge and spin, the calculation gives 90.1 kJ/mol. The HOMO energy (alpha / beta) comes out at -8.60 / -9.14 eV. Its orbital gap (alpha / beta) is 0.311 / 0.331 Ha. The total energy is -86317.5022 eV. For the LUMO energy (alpha / beta), the calculation gives -0.12 / -0.13 eV. The expectation value of S² is 3.758. The spin multiplicity is 4.